Arrangement one

The following is a DFT calculation (ωB97M-V/def2-TZVPD) of a molecular structure, C23H22AsBr2LuN6O2S6.

Results
HOMO level (spin up / spin down) (eV): 1.14 / 1.14
HOMO-LUMO gap (spin up / spin down) (eV): 2.26 / 2.26

Geometry as ORCA input:
```
! RIJCOSX wB97M-V def2-TZVPD def2/J DEFGRID3
* xyz -2 1
Lu 10.2541 12.6538 10.7226
C 5.8603 15.9743 12.3403
S 5.2811 14.1895 12.5764
C 6.6200 13.4204 11.7987
S 7.6844 12.8466 13.0345
N 6.8252 13.5207 10.5158
N 7.8734 12.7428 10.0204
C 7.7043 12.1207 8.8812
C 8.4404 10.9881 8.4677
C 7.8688 10.0843 7.5364
C 8.6707 9.0711 7.0656
C 10.0136 8.9877 7.5631
C 10.4696 9.8663 8.5288
N 9.7411 10.9429 8.8813
H 5.4815 16.5260 13.2083
H 5.3908 16.4180 11.3934
H 6.9543 15.8716 12.3454
H 6.9543 12.5688 8.2120
H 6.7991 10.2029 7.2804
H 8.2148 8.2682 6.4924
H 10.7355 8.3134 7.1728
H 11.4121 9.7441 8.9743
C 8.6527 15.8339 8.3953
C 9.2001 16.4067 9.7529
C 9.2040 17.7955 9.9911
C 9.8608 18.2096 11.0908
C 10.4368 17.3014 12.0000
C 10.8520 17.7987 13.2941
Br 10.9644 19.5816 13.8944
C 11.2265 16.8848 14.2516
C 11.1293 15.4977 13.9755
Br 11.8168 14.2659 15.1809
C 10.7155 14.9254 12.7284
O 10.7825 13.6711 12.4261
C 10.2720 15.9057 11.7745
N 9.7044 15.5172 10.5875
H 8.7846 16.7229 7.6467
H 7.6053 15.6665 8.5143
H 9.1722 14.9099 8.0426
H 8.8010 18.4791 9.2334
H 10.0024 19.2531 11.3516
H 11.5989 17.1994 15.2218
S 11.9153 8.0414 11.1844
As 10.5399 10.1831 13.3538
S 11.9177 10.7516 11.7001
S 8.5652 11.1348 12.3245
S 10.2689 7.9645 12.4263
N 11.8225 13.2204 9.1712
C 12.5618 13.6735 8.3605
N 13.3407 14.1654 7.4287
C 14.2548 15.3363 7.5448
C 15.6645 14.9187 7.2646
O 15.7740 14.3417 5.9387
C 14.9849 13.1318 5.8412
C 13.4889 13.5182 6.0997
H 14.1228 15.7776 8.5612
H 14.0076 16.0869 6.7462
H 16.0441 14.2859 8.0813
H 16.3482 15.7867 7.2563
H 15.3491 12.3700 6.5450
H 15.0549 12.8342 4.8052
H 12.8744 12.6221 6.1490
H 13.1521 14.2185 5.3257
*
```


Arrangement two

The following is a DFT calculation (ωB97M-V/def2-TZVPD) of a molecular structure, C23H22AsBr2LuN6O2S6.

Results
HOMO level (eV): -0.49
HOMO-LUMO gap (eV): 3.86

Geometry as ORCA input:
```
! RIJCOSX wB97M-V def2-TZVPD def2/J DEFGRID3
* xyz -2 1
Lu 1.0445 0.1780 0.9978
C -3.6670 -2.0877 3.6221
S -2.2699 -3.0597 2.9988
C -1.2147 -1.7780 2.6909
S 0.3250 -2.3480 2.1972
N -1.6730 -0.5137 2.7116
N -0.6904 0.4200 2.5396
C -0.8636 1.6075 3.1472
C 0.0698 2.6995 2.9917
C -0.2987 4.0720 3.1875
C 0.7071 5.0169 3.1794
C 2.0224 4.6220 3.0655
C 2.2635 3.3260 2.5870
N 1.3346 2.4009 2.6247
H -3.9251 -1.2707 2.9178
H -3.3699 -1.7110 4.6362
H -4.5290 -2.7842 3.7684
H -1.7564 1.6764 3.8629
H -1.3282 4.3311 3.3011
H 0.4033 6.0269 3.3652
H 2.8366 5.2741 3.4432
H 3.2248 2.9162 2.3030
C 4.6770 -3.8781 -0.2409
C 3.3776 -3.9871 -0.9614
C 3.1408 -5.1331 -1.8040
C 1.9848 -5.2145 -2.5329
C 1.0280 -4.1898 -2.4206
C -0.2388 -4.1900 -3.1141
Br -0.6712 -5.6184 -4.3079
C -1.2394 -3.2588 -2.8690
C -1.0668 -2.3784 -1.8034
Br -2.5121 -1.4849 -1.0806
C 0.2324 -2.1469 -1.2463
O 0.4724 -1.1083 -0.4942
C 1.3297 -3.1059 -1.5170
N 2.4990 -2.9555 -0.8850
H 4.6289 -3.1589 0.6273
H 4.8675 -4.9406 0.0351
H 5.5360 -3.6339 -0.7933
H 3.8563 -5.9464 -1.8720
H 1.7717 -6.0228 -3.2057
H -2.1009 -3.3584 -3.4762
S 5.3954 1.7795 2.5160
As 4.6293 0.3106 1.1507
S 3.1867 -1.0389 2.1166
S 3.2812 1.0660 -0.4629
S 6.4199 -0.3847 0.2460
N -0.1992 1.9000 -0.1279
C -0.9471 2.2529 -0.9591
N -1.6245 2.6925 -2.0206
C -2.1568 1.8568 -3.1167
C -3.7191 1.8152 -3.1004
O -4.2424 3.1443 -3.2901
C -3.7819 3.9108 -2.1982
C -2.2651 4.0328 -2.0120
H -1.6785 0.8685 -3.0043
H -1.9235 2.2819 -4.1030
H -4.0524 1.4196 -2.1312
H -4.1099 1.2887 -3.9927
H -4.2157 3.5452 -1.2634
H -4.2322 4.8723 -2.3916
H -2.0836 4.5190 -1.0957
H -1.8994 4.5632 -2.9363
*
```


Pick arrangement two: it beats the second-best structure by 0.1465 hartree.


Arrangement one

The following is a DFT calculation (ωB97M-V/def2-TZVPD) of C6H11NO3 in the gas phase.

Results
Structure (SMILES): CC(=O)[C@H](C)[C@H](O)C(N)=O
HOMO level (eV): -8.75
HOMO-LUMO gap (eV): 8.76

Geometry as ORCA input:
```
! RIJCOSX wB97M-V def2-TZVPD def2/J DEFGRID3
* xyz 0 1
C 1.5420 -1.3682 0.2342
C 0.4702 1.0829 -0.9506
C 0.7754 -0.1978 0.8368
N 1.3017 2.1345 -0.7713
O 0.2898 0.5286 -2.0245
O 1.3199 0.5404 1.6883
H 1.8213 2.4958 -1.5583
H 1.5797 2.3595 0.1777
H 1.7958 -2.0502 1.0504
H 2.4635 -0.9852 -0.2061
H 1.0057 -1.9171 -0.5359
C -1.4444 -1.4649 0.1556
C -1.0375 1.0427 0.1953
C -0.7892 -0.2767 0.8509
O -2.1436 1.2321 -0.5668
H -2.2206 0.5136 -1.2187
H -0.8128 1.9058 0.8185
H -1.0876 -0.2484 1.9035
H -1.1276 -2.4006 0.6200
H -2.5360 -1.3975 0.2006
H -1.1656 -1.5292 -0.8997
*
```


Arrangement two

The following is a DFT calculation (ωB97M-V/def2-TZVPD) of 2 unconnected molecules or ions with the total composition C6H11NO3.

Results
Structure (SMILES): CC(=O)C(=O)O.CC(C)=N
HOMO level (eV): -9.51
HOMO-LUMO gap (eV): 9.30

Geometry as ORCA input:
```
! RIJCOSX wB97M-V def2-TZVPD def2/J DEFGRID3
* xyz 0 1
C 1.9906 0.0366 -1.7432
C -0.3838 -0.7920 -1.4677
C 0.5807 0.4062 -1.3817
O -1.6414 -0.4167 -1.6850
O -0.0410 -1.9331 -1.2827
O 0.1668 1.5454 -1.2980
H -2.2425 -1.1703 -1.5850
H 2.0232 -0.2396 -2.7970
H 2.6606 0.8754 -1.5748
H 2.2910 -0.8435 -1.1775
C -1.4403 1.2700 1.3684
C 0.7776 -0.0889 1.5484
C -0.8609 -0.0888 1.4428
N -1.5205 -1.1325 1.2802
H -1.0081 -2.0122 1.2279
H -2.5200 1.2106 1.2437
H -1.1934 1.8240 2.2770
H -1.0050 1.7838 0.4952
H 0.8790 0.1022 2.6199
H 1.1685 -1.0886 1.3686
H 1.3190 0.7520 1.1206
*
```


Arrangement three

The following is a DFT calculation (ωB97M-V/def2-TZVPD) of 2 unconnected molecules or ions with the total composition C6H11NO3.

Results
Structure (SMILES): CC(=O)C(C)=O.N/C=C/O
HOMO level (eV): -8.89
HOMO-LUMO gap (eV): 8.47

Geometry as ORCA input:
```
! RIJCOSX wB97M-V def2-TZVPD def2/J DEFGRID3
* xyz 0 1
C -2.0209 1.2635 -0.4256
C 0.8544 0.4797 2.1486
C 0.0671 1.1815 1.0792
C -1.2834 0.5836 0.6921
O 0.4815 2.1748 0.4915
O -1.6935 -0.4268 1.2507
H -1.9922 2.3486 -0.3004
H -1.5798 0.9830 -1.3842
H -3.0689 0.9508 -0.4080
H 1.6931 -0.0506 1.6916
H 0.2428 -0.2333 2.7047
H 1.2295 1.2232 2.8571
N 0.5725 -2.4243 -0.1996
C 1.3162 -0.5105 -1.4584
C 0.4727 -1.5159 -1.2305
O 1.0855 0.4320 -2.4194
H 1.6235 1.2149 -2.1953
H -0.2571 -2.3353 0.3995
H 0.4673 -3.3687 -0.5777
H 2.2069 -0.3327 -0.8694
H -0.4172 -1.6376 -1.8465
*
```


Pick arrangement two: it beats the second-best structure by 0.0250 hartree.


Arrangement one

The following is a DFT calculation (ωB97M-V/def2-TZVPD) of 4 unconnected molecules or ions with the total composition C5H20N2O3.

Results
Structure (SMILES): CC(C)NCCN.O.O.O
HOMO level (eV): -8.95
HOMO-LUMO gap (eV): 9.20

Geometry as ORCA input:
```
! RIJCOSX wB97M-V def2-TZVPD def2/J DEFGRID3
* xyz 0 1
N -1.5280 -2.5837 0.3635
C -0.1420 -2.1667 0.5784
C 0.0527 -0.7814 1.2018
N -0.3695 0.3306 0.3407
C 0.7494 2.1419 -0.8654
C 0.5467 0.6335 -0.7723
C 0.0029 0.1016 -2.0925
H -2.0695 -2.5268 1.2170
H -1.9679 -1.9812 -0.3140
H 0.2936 -2.9095 1.2505
H 0.3654 -2.2342 -0.3830
H 1.1117 -0.6742 1.4925
H -0.5485 -0.7019 2.1097
H -0.5192 1.1357 0.9373
H 1.4343 2.3937 -1.6757
H -0.1871 2.6423 -1.1291
H 1.0947 2.5418 0.0868
H 1.5268 0.1809 -0.6078
H -0.1830 -0.9733 -2.0668
H -0.9496 0.5683 -2.3457
H 0.6949 0.2729 -2.9167
H 0.6647 2.8391 2.9042
H -0.8394 2.6242 3.1723
O -0.1590 2.5585 2.4959
H -2.1806 0.0528 -0.4308
H -3.2519 1.0789 -0.8324
O -3.0886 0.1334 -0.7880
H 3.8676 -1.4650 0.0045
H 2.3653 -1.4548 -0.3105
O 3.2131 -1.7774 -0.6244
*
```


Arrangement two

The following is a DFT calculation (ωB97M-V/def2-TZVPD) of 4 unconnected molecules or ions with the total composition C5H20N2O3.

Results
Structure (SMILES): C[C@@H](CN)N(C)C.O.O.O
HOMO level (eV): -8.42
HOMO-LUMO gap (eV): 8.93

Geometry as ORCA input:
```
! RIJCOSX wB97M-V def2-TZVPD def2/J DEFGRID3
* xyz 0 1
C -0.3179 -1.1864 -1.9701
N -0.6343 -0.3947 -0.8421
C -1.7521 -0.9430 -0.0610
C 1.8721 -0.8158 -0.1897
C 0.5001 -0.1155 0.2700
C 0.9270 1.4988 -0.1198
N 0.1371 2.5360 0.5437
H -1.1690 -1.3567 -2.5147
H 0.4086 -0.6444 -2.5133
H 0.1136 -2.1291 -1.7594
H -2.1096 -0.1902 0.6625
H -2.7161 -1.1197 -0.4665
H -1.4679 -1.8920 0.5231
H 1.8592 -1.8698 -0.4865
H 2.3560 -0.1192 -0.9604
H 2.5996 -0.5108 0.5137
H 0.0815 -0.0159 1.3695
H 0.9181 1.6337 -1.2747
H 2.0093 1.5250 0.1743
H -0.8047 2.3820 0.5879
H 0.5040 2.7918 1.5274
H -2.6550 2.0207 -2.3145
H -2.8160 2.1802 -0.8225
O -3.2427 2.4335 -1.6264
H 0.1288 -3.6260 1.7237
H 1.1351 -3.2864 0.5385
O 0.3377 -3.6620 0.7632
H 0.8353 2.3242 2.7178
H 1.5218 0.8872 2.8726
O 1.4402 1.6645 3.1334
*
```


Pick arrangement one: it beats the second-best structure by 0.1751 hartree.


Arrangement one

The following is a DFT calculation (ωB97M-V/def2-TZVPD) of 2 unconnected molecules or ions with the total composition C6H12O3.

Results
HOMO level (eV): -8.67
HOMO-LUMO gap (eV): 8.30

Geometry as ORCA input:
```
! RIJCOSX wB97M-V def2-TZVPD def2/J DEFGRID3
* xyz 0 1
C -0.2292 0.8488 -0.3678
C -0.7166 -0.2729 0.4505
C -1.1259 -1.5952 -0.0634
C 1.9800 -0.7194 -0.8702
C 1.2770 0.1718 0.1055
C 1.8470 0.7103 1.1816
O -0.5091 2.0434 0.0309
O -0.3477 0.5986 -1.7614
O -2.7470 0.9039 0.6176
H -2.0448 1.6146 0.4369
H -0.5699 1.4652 -2.1247
H -3.0435 1.0583 1.5211
H -0.7104 -0.0967 1.5160
H -1.1290 -1.6246 -1.1499
H -0.4678 -2.3786 0.3233
H -2.1268 -1.8075 0.3179
H 2.0217 -0.2443 -1.8502
H 1.4626 -1.6704 -1.0099
H 2.9973 -0.9306 -0.5366
H 1.2963 1.4026 1.8056
H 2.8859 0.5227 1.4272
*
```


Arrangement two

The following is a DFT calculation (ωB97M-V/def2-TZVPD) of C6H12O3 in the gas phase.

Results
Structure (SMILES): CC1(C)C[C@@H](O)C1(O)O
HOMO level (eV): -9.10
HOMO-LUMO gap (eV): 9.80

Geometry as ORCA input:
```
! RIJCOSX wB97M-V def2-TZVPD def2/J DEFGRID3
* xyz 0 1
C 0.6537 0.0846 -0.0492
C -1.2752 -1.0140 0.3962
C 0.1245 -0.8831 1.0339
C 1.4549 1.2798 0.4528
C 1.4074 -0.6509 -1.1548
C -0.7972 0.4189 -0.4947
O -1.3507 1.4905 0.1824
O -2.3858 -0.8780 1.2269
O -1.1354 0.3282 -1.8078
H -1.6345 2.1369 -0.4783
H -2.3757 0.0238 1.5758
H -1.3973 -1.9432 -0.1665
H -1.8031 -0.4176 -1.3075
H 0.6825 -1.8114 1.1453
H 0.0499 -0.3941 2.0057
H 1.6716 1.9690 -0.3644
H 1.5677 0.0036 -2.0098
H 2.4023 0.9378 0.8699
H 0.9130 1.8230 1.2254
H 0.8530 -1.5206 -1.5039
H 2.3746 -0.9833 -0.7775
*
```


Pick arrangement two: it beats the second-best structure by 0.0347 hartree.